Record 1
This record from the OMol25 dataset describes a molecular structure, C32H26BrClNO5PTi. The level of theory is wB97M-V/def2-TZVPD.

Values from the calculation:
* molar mass: 698.760 g/mol
* charge: +1
* 2S+1: 2
* max |F|: 0.43 eV/A
* HOMO (spin up / spin down): -10.722 / -10.739 eV
* frontier orbital gap (spin up / spin down): 6.78 / 5.85 eV

Element x y z (Å)
H (1.773896, 0.045055, -2.326727)
C (-3.482124, -3.115243, 1.437751)
C (-2.413547, 1.228117, -1.457977)
C (1.309907, -0.877742, -1.986110)
C (-2.795851, 1.727384, -2.690941)
H (2.037939, -3.840896, -5.019949)
H (-2.599314, 1.156289, -3.588733)
H (-4.397022, 4.463126, 5.363190)
C (-2.679163, 1.952484, -0.294727)
O (2.354298, -1.244169, 3.023744)
H (2.529420, -2.338909, -4.230453)
H (-4.573605, -0.171296, 0.114915)
C (-3.973879, 3.844822, 4.582874)
H (-4.201110, 4.637755, -1.682600)
H (0.710421, 2.685744, 2.205812)
O (0.784346, 0.459935, -0.032868)
O (-0.179964, -1.474168, -0.157326)
H (-5.171830, -2.576297, 0.227160)
C (-2.820802, 4.253245, 3.926415)
Ti (-0.040488, -0.432541, 1.637451)
C (-2.353820, -2.681268, 2.105881)
C (-3.322986, 3.183450, -0.380936)
H (4.363066, 2.500293, 4.441205)
H (-3.730856, 3.348730, -3.738117)
C (-4.045833, 1.849872, 3.241945)
C (-2.887960, 2.254120, 2.586362)
C (2.534689, 2.790453, 3.335890)
C (2.429320, 0.091269, 3.148704)
C (-2.001665, -1.333922, 2.002403)
Cl (0.876675, -7.488877, -1.552621)
C (-3.697160, 3.682638, -1.620877)
Br (-1.147003, -0.422329, 3.923717)
H (-5.482310, 2.329090, 4.754828)
H (1.135750, -5.716187, -3.733772)
C (-4.584479, 2.646615, 4.241793)
C (1.514582, 2.148925, 2.688342)
H (-3.746722, -4.163701, 1.468770)
H (4.264815, 0.008081, 4.255069)
C (1.964286, -3.147142, -1.717437)
C (-3.961312, -0.866118, 0.676707)
O (1.291671, -1.578947, 2.176457)
C (-4.284314, -2.216651, 0.730108)
C (1.305876, -5.810382, -1.607388)
H (-1.935655, 0.255438, -1.394991)
H (-2.346590, 5.189204, 4.189945)
P (-2.128034, 1.259767, 1.284946)
H (0.598860, -1.240862, -2.732193)
H (2.555886, 3.868741, 3.383858)
H (1.597094, -5.668647, 0.511024)
C (3.544184, 2.019242, 3.923804)
H (-3.542639, 3.750817, 0.513849)
H (-4.521475, 0.912548, 2.981389)
C (1.688558, -3.814162, -2.908109)
H (-1.375068, 3.777517, 2.417908)
C (3.505382, 0.649624, 3.833387)
C (0.584872, -0.609056, -0.688611)
C (1.943367, -3.800633, -0.497047)
H (2.187102, -3.247124, 0.400134)
C (-2.838207, -0.409544, 1.352461)
N (1.455406, 0.803589, 2.603527)
C (-3.434447, 2.958283, -2.773869)
H (-1.737138, -3.370215, 2.668203)
H (0.820507, -2.676777, -4.527163)
C (1.613313, -5.142506, -0.433062)
C (1.775851, -3.125153, -4.242806)
C (1.349446, -5.161641, -2.829162)
O (2.345756, -1.808143, -1.740404)
C (-2.273263, 3.456402, 2.933627)

Atoms 1-3, force components in eV/Å:
-0.008 0.004 -0.009
0.002 0.021 -0.004
0.006 -0.032 -0.021

Löwdin atomic charge list, values in e, 6 entries: atom 1 (H): 0.149, atom 2 (C): -0.035, atom 3 (C): -0.094, atom 4 (C): -0.074, atom 5 (C): -0.062, atom 6 (H): 0.087



Record 2
This record from the OMol25 dataset describes a molecular structure, C32H26ClN6O4PRu. The level of theory is wB97M-V/def2-TZVPD.

Values from the calculation:
* molar mass: 726.095 g/mol
* charge: +1
* 2S+1: 6
* max |F|: 1.23 eV/A
* HOMO (spin up / spin down): -8.588 / -10.710 eV
* frontier orbital gap (spin up / spin down): 5.98 / 6.62 eV

Element x y z (Å)
C (5.021306, -5.881458, 0.421666)
Cl (0.649887, -1.049083, 2.118399)
H (6.183921, -2.695714, 0.287059)
N (1.901370, -4.058701, -0.260730)
C (2.851049, 4.856139, -0.971980)
C (1.488261, 4.514431, -1.126851)
C (-4.127268, -2.742351, -0.944301)
H (0.100758, 2.891781, -1.125782)
C (-1.181025, 2.988069, 3.040628)
N (2.227552, -1.772580, -0.468096)
H (-4.313090, 3.590462, -4.420218)
H (-4.965378, 4.133286, -2.101955)
H (5.316542, 1.533357, -0.372497)
C (5.928331, -4.824144, 0.457401)
N (2.028646, 2.220337, -0.756332)
C (-1.075271, 2.245916, 1.877403)
H (-2.403331, -1.111352, 2.119189)
C (-2.201022, 1.588915, 1.385096)
O (1.772601, 0.021429, 1.902952)
H (-0.307746, 3.484402, 3.440020)
C (1.459121, -2.829037, -0.453214)
Ru (1.666186, 0.235785, -0.386911)
H (-3.563312, -0.978490, -2.023738)
H (-2.467624, 3.644093, 4.618775)
H (-0.115602, 2.149740, 1.389624)
C (-2.816853, 1.591962, -1.488317)
C (-3.724006, 2.621087, -1.235092)
C (4.239286, 1.457886, -0.410747)
H (-3.997575, 2.873074, -0.220424)
H (5.360822, -6.894044, 0.585834)
H (1.233155, -4.813265, -0.205055)
C (1.129282, 3.203996, -1.007757)
C (-2.395058, 3.069367, 3.705762)
C (-4.110802, -3.392616, 0.282587)
C (-3.502242, -2.808208, 1.386011)
H (-4.452701, 2.459881, 3.755885)
C (5.496691, -3.528348, 0.253141)
H (-3.494055, -3.317929, 2.339803)
N (3.646403, 0.276692, -0.240932)
C (3.777501, 3.887822, -0.726879)
H (-4.286219, 1.118404, 1.691216)
C (-3.893717, 3.029314, -3.596470)
C (4.151479, -3.269815, 0.005393)
C (-2.902140, -1.565088, 1.273072)
H (0.394853, -2.692358, -0.606126)
P (-2.121024, 0.661135, -0.120435)
N (4.366139, -0.874894, -0.118372)
C (-3.513920, 2.404614, 3.222692)
H (2.968850, -6.454975, 0.157500)
H (0.738762, 5.261857, -1.336337)
C (-2.981503, 2.013099, -3.847762)
O (1.272756, -2.201246, 2.763821)
C (-2.924071, -0.914947, 0.036089)
O (-0.315375, -0.484938, -1.391678)
H (-4.610947, -3.199123, -1.796479)
H (-4.583402, -4.360365, 0.381082)
C (3.260916, -4.337462, -0.023668)
C (-3.534827, -1.497675, -1.073507)
N (-0.468368, 0.450891, -0.497888)
H (6.973257, -5.018516, 0.650785)
C (3.628062, -1.915653, -0.195876)
C (-4.263179, 3.334379, -2.294702)
O (-0.389230, -0.481194, 2.985636)
C (3.682306, -5.641739, 0.181187)
H (4.823419, 4.129542, -0.603086)
C (-3.422510, 1.656634, 2.060866)
H (-1.719557, 0.502794, -2.991260)
C (-2.439214, 1.291532, -2.798323)
C (3.373805, 2.539750, -0.625474)
H (-2.689961, 1.784430, -4.863464)
H (3.159832, 5.889002, -1.047824)

Atoms 1-3, force components in eV/Å:
0.011 0.044 -0.003
-0.081 -0.140 0.150
0.032 0.010 0.002

Löwdin atomic charge list, values in e, 6 entries: atom 1 (C): -0.053, atom 2 (Cl): 0.797, atom 3 (H): 0.119, atom 4 (N): 0.149, atom 5 (C): -0.051, atom 6 (C): -0.060



Record 3
This record from the OMol25 dataset describes a molecular structure, C32H26F3IrN6OS. The level of theory is wB97M-V/def2-TZVPD.

Values from the calculation:
* molar mass: 791.879 g/mol
* charge: +2
* 2S+1: 5
* max |F|: 5.46 eV/A
* HOMO (spin up / spin down): -9.668 / -13.577 eV
* frontier orbital gap (spin up / spin down): 4.18 / 5.11 eV

Element x y z (Å)
H (1.936648, -3.422744, -0.895187)
C (0.337542, 2.499898, 2.797812)
C (0.149976, -0.518233, 0.233043)
C (0.137137, -1.772810, 0.191300)
H (-1.556532, 1.231593, -3.233683)
H (1.747618, -9.025583, 2.805643)
C (1.871866, 1.290472, -3.557720)
N (-1.345708, 1.002418, 2.059073)
O (-1.157627, -7.592636, 2.770385)
C (0.209765, -3.190352, 0.358898)
C (-3.142234, 0.635874, 0.593945)
H (2.091526, -5.884124, -0.419429)
C (-1.046355, 2.020378, 3.102483)
C (4.618927, 4.036832, 2.331471)
N (-2.259031, 0.911557, -0.381464)
C (-2.628359, 1.082312, -2.960016)
C (1.866750, 2.638948, -4.061506)
H (0.936456, 3.596813, 4.468959)
N (-4.415468, 0.414041, 0.087173)
N (0.559108, 1.893156, -1.632906)
F (2.670872, 4.314403, -5.318545)
H (0.481071, -8.984504, 4.225041)
C (0.962443, -8.439105, 3.396415)
N (1.133256, 3.339941, 3.495117)
H (0.949378, 4.547775, -3.558916)
H (-0.887553, 0.143673, 2.440590)
C (1.261778, 0.994897, -2.368406)
C (2.316127, 3.571396, 2.788478)
H (1.353368, -0.015024, -2.064562)
C (-0.812815, -3.843559, 1.095197)
H (-3.284592, 1.454670, 2.487871)
C (4.545985, 3.318090, 1.142924)
F (3.925159, 2.473553, -5.043333)
C (1.240871, -5.343263, -0.117398)
C (-2.924278, 0.784996, -1.633156)
C (-3.679393, 1.413100, -3.855069)
H (-1.556356, -3.219824, 1.490353)
H (-5.270970, 0.370703, 0.601640)
H (-1.082497, 1.483196, 4.088330)
H (-0.215773, 3.805618, -1.675673)
F (2.164533, 2.492843, -6.434945)
S (0.722141, -7.591845, 0.878310)
C (3.522781, 4.179332, 3.184347)
N (0.937314, 2.252337, 1.588630)
Ir (-0.314357, 1.400493, 0.144684)
C (2.256670, 2.835591, 1.622716)
C (0.285139, -5.948413, 0.745581)
C (3.395723, 2.628211, 0.806108)
H (-2.934781, -0.308925, 2.449203)
H (-1.663622, -5.694356, 1.793885)
H (-3.379110, 1.801214, -4.872375)
H (1.492883, -7.629808, 3.969235)
H (-1.876242, 2.816508, 3.100370)
C (1.215143, -3.989190, -0.321288)
C (-4.275025, 0.528733, -1.296124)
H (3.519713, 4.748279, 4.127040)
H (2.402419, 0.421726, -4.010944)
C (-5.006489, 1.149926, -3.523929)
C (-2.732908, 0.650174, 1.994355)
H (5.547712, 4.465209, 2.667504)
C (0.010633, -7.778888, 2.533541)
C (2.622636, 2.983610, -5.246688)
H (3.373373, 2.112116, -0.172301)
H (5.362182, 3.358330, 0.427628)
C (-0.771130, -5.177561, 1.412251)
H (-6.379439, 0.699582, -1.893955)
H (-5.792871, 1.261129, -4.292404)
C (1.107519, 3.497140, -3.311893)
C (0.480573, 3.099550, -2.130488)
C (-5.331195, 0.718413, -2.213227)

Atoms 1-3, force components in eV/Å:
0.176 -0.379 -0.086
1.924 1.267 -2.409
0.378 -3.362 -0.553

Löwdin atomic charge list, values in e, 6 entries: atom 1 (H): 0.130, atom 2 (C): -0.255, atom 3 (C): -0.164, atom 4 (C): -0.050, atom 5 (H): 0.115, atom 6 (H): 0.112



Record 4
This record from the OMol25 dataset describes a molecular structure, C32H26GaN9PS2. The level of theory is wB97M-V/def2-TZVPD.

Values from the calculation:
* molar mass: 701.454 g/mol
* charge: +1
* max |F|: 4.71 eV/A
* HOMO: -10.647 eV
* frontier orbital gap: 7.24 eV

Element x y z (Å)
C (9.185891, 11.228457, 6.598953)
C (8.613558, 10.167267, 12.813112)
N (14.849547, 12.577355, 15.804176)
C (9.156342, 10.541038, 14.034125)
N (14.935709, 10.739189, 11.402457)
C (7.672324, 11.834155, 8.322106)
C (13.153632, 7.550924, 7.136124)
C (17.153336, 12.428130, 7.879855)
H (14.627894, 10.529037, 6.521773)
C (13.250941, 11.722262, 17.101598)
C (9.282854, 10.325883, 11.584680)
N (16.571690, 15.913945, 7.128914)
H (15.355624, 13.210038, 13.535637)
C (8.787439, 11.958406, 9.176153)
C (9.990356, 11.423510, 8.826953)
C (14.195756, 9.752600, 7.056400)
H (16.824265, 11.553637, 14.901665)
C (13.962956, 8.517490, 6.431934)
H (10.961639, 11.412165, 14.916091)
H (6.731576, 12.038758, 8.748915)
H (15.729518, 13.293152, 11.711846)
H (16.434594, 9.767772, 15.282177)
C (12.374238, 9.143307, 17.303072)
H (7.648647, 9.700777, 12.810280)
H (8.737331, 12.479179, 10.145860)
H (14.427180, 8.664301, 10.940183)
H (12.945387, 6.610135, 6.660352)
H (8.563773, 10.310047, 14.969280)
C (11.104771, 11.282612, 12.773060)
C (12.657404, 7.879069, 8.376944)
C (12.091843, 11.473935, 17.907731)
H (11.561842, 12.261391, 18.389422)
N (11.905522, 9.718012, 9.803138)
H (15.086240, 8.330868, 13.694629)
C (13.559162, 9.304545, 16.612433)
C (18.305997, 12.548171, 7.000064)
S (17.066422, 10.900817, 8.668460)
H (11.265699, 10.708145, 7.222058)
H (7.062475, 11.317517, 6.343550)
H (14.464663, 8.267646, 5.529127)
H (8.857097, 9.752869, 10.803200)
N (19.172582, 12.498100, 6.221004)
C (11.698701, 10.137947, 18.027112)
Ga (15.023431, 11.176651, 9.563402)
H (10.861715, 9.836190, 18.673579)
C (15.152101, 9.183304, 12.976181)
H (11.843201, 8.213088, 17.254159)
C (10.254430, 11.164127, 7.494783)
C (15.465473, 11.312427, 12.524389)
C (16.040036, 10.738006, 14.888081)
N (14.968407, 11.221327, 15.761565)
S (14.783359, 13.318280, 8.909689)
N (13.819023, 9.953875, 8.377292)
H (16.962816, 12.825930, 12.835728)
C (12.831785, 9.185654, 8.883779)
H (12.029451, 7.131767, 8.880701)
C (14.024611, 10.594463, 16.524087)
C (10.504074, 10.989530, 11.537945)
C (14.750986, 9.344739, 11.715367)
P (11.387306, 11.372914, 9.977340)
N (15.614237, 10.428995, 13.498081)
H (14.162229, 8.465982, 16.282914)
N (13.707650, 12.842274, 16.564455)
C (7.864400, 11.390824, 7.034421)
C (10.432736, 11.126312, 13.972533)
C (16.282118, 13.480342, 8.085047)
C (16.485201, 14.808121, 7.507503)
H (12.020278, 11.868732, 12.833447)
H (11.342600, 8.975951, 10.146355)
H (9.385015, 11.162170, 5.548399)
C (15.856966, 12.746547, 12.678534)

Atoms 1-3, force components in eV/Å:
0.323 -0.313 -0.065
0.339 -0.125 -0.156
-4.180 -0.174 2.157

Löwdin atomic charge list, values in e, 6 entries: atom 1 (C): -0.067, atom 2 (C): -0.073, atom 3 (N): 0.080, atom 4 (C): -0.062, atom 5 (N): 0.020, atom 6 (C): -0.049



What did we get for relative energy (zero: lowest compared OMol25 entry of this formula, charge and spin)? Answer: 28.9; 15.1; 17.1; 51.1 kcal per mole, in the order shown.